Arrangement P

DFT (ωB97M-V with the def2-TZVPD basis set) results for a cluster of 2 separate species, C4H7N3S in total.

## Properties
E_HOMO (spin up / spin down) in eV: -8.37 / -8.36
Multiplicity: 1
Orbital gap (spin up / spin down) in eV: 9.0 / 9.0

Geometry (Å):
C1 1.72217 -0.67099 -0.39529
C2 -1.75647 0.42499 -0.82626
C3 1.65251 -1.17601 -1.82413
C4 -1.52889 1.72357 1.26971
N1 1.29933 -0.75331 0.74335
N2 0.80118 -0.47323 1.89506
N3 -1.62042 1.28993 -0.04810
S1 -1.90216 -0.61084 -2.02952
H1 2.05161 -0.40483 -2.51486
H2 0.55895 -1.37611 -1.91732
H3 2.22878 -2.15951 -1.92279
H4 -1.39355 2.74434 1.33173
H5 -2.41439 1.58302 1.89040
H6 -0.73210 0.98299 1.69812
H7 1.03344 -1.12401 2.64987

Here are the Löwdin charges for atoms 1 to 5, given in e: number 1, C, carries -0.0289; number 2, C, carries -0.7586; number 3, C, carries -0.0857; number 4, C, carries -0.1016; number 5, N, carries -0.1198



Arrangement Q

DFT (ωB97M-V with the def2-TZVPD basis set) results for the molecule C4H7N3S.

## Properties
SMILES string: N[C@H]1CN=CNC1=S
E_HOMO in eV: -8.72
Multiplicity: 1
Orbital gap in eV: 8.7

Geometry (Å):
N1 2.13214 0.44653 -0.23265
C1 0.61660 0.35881 -0.34909
C2 0.21232 -1.15711 -0.46103
N2 -1.18410 -1.26382 -0.76171
C3 -1.89429 -0.45855 -0.14596
N3 -1.45361 0.49677 0.78691
C4 -0.20407 0.96311 0.79465
S1 0.29456 2.25526 1.69369
H1 2.34699 0.23258 0.69562
H2 2.65907 -0.16886 -0.85589
H3 0.38654 0.93575 -1.24955
H4 0.35615 -1.72465 0.51326
H5 0.80862 -1.59767 -1.29233
H6 -2.93449 -0.47335 -0.32477
H7 -2.14243 1.15520 1.18886

Here are the Löwdin charges for atoms 1 to 5, given in e: number 1, N, carries 0.0350; number 2, C, carries -0.3426; number 3, C, carries -0.1904; number 4, N, carries 0.0441; number 5, C, carries -0.2110



Energetically preferred structure: arrangement Q | next structure: +0.1160 hartree



Arrangement P

DFT (ωB97M-V with the def2-TZVPD basis set) results for the molecule C4H7N3S.

## Properties
SMILES string: [H]/N=C\N(C=S)N1CC1
E_HOMO in eV: -8.78
Multiplicity: 1
Orbital gap in eV: 8.8

Geometry (Å):
H1 -0.91975 1.59789 -0.26490
N1 0.00750 2.10147 -0.01070
C1 1.00279 1.35991 -0.05322
N2 0.92159 -0.07119 -0.08533
C2 2.08981 -0.86760 -0.06119
S1 3.56023 -0.15912 0.05490
N3 -0.30330 -0.90614 0.09023
C3 -1.51658 -0.67916 -0.66061
C4 -1.50124 -0.32065 0.75929
H2 1.94577 1.78534 -0.00586
H3 1.76484 -1.88307 0.02524
H4 -2.08202 -1.55284 -0.92213
H5 -1.59311 0.09159 -1.43293
H6 -1.71642 -1.16559 1.52972
H7 -1.66010 0.66915 1.03752

Here are the Löwdin charges for atoms 1 to 5, given in e: number 1, H, carries 0.0540; number 2, N, carries 0.1020; number 3, C, carries -0.2675; number 4, N, carries -0.1220; number 5, C, carries -0.6187



Arrangement Q

DFT (ωB97M-V with the def2-TZVPD basis set) results for the molecule C4H7N3S.

## Properties
SMILES string: C=C1N/C(=N\N)CS1
E_HOMO in eV: -8.10
Multiplicity: 1
Orbital gap in eV: 8.9

Geometry (Å):
C1 2.26309 -1.35346 -0.57029
C2 1.38618 -0.44991 -0.69263
N1 0.23565 -0.56904 -0.02633
C3 -0.59554 0.52471 0.05317
N2 -1.71817 0.73198 0.57397
N3 -2.05488 -0.29513 1.42202
C4 -0.19399 1.61325 -0.76169
S1 1.46171 1.10552 -1.37167
H1 1.98753 -2.13106 0.30317
H2 3.16571 -1.21777 -1.07196
H3 0.15242 -1.25744 0.76135
H4 -2.88566 -0.01743 2.01368
H5 -2.21324 -1.24373 0.90974
H6 -0.88254 2.04679 -1.59374
H7 -0.10826 2.51272 0.05122

Here are the Löwdin charges for atoms 1 to 5, given in e: number 1, C, carries -0.0287; number 2, C, carries -0.8037; number 3, N, carries 0.0486; number 4, C, carries -0.5264; number 5, N, carries -0.0248



Arrangement R

DFT (ωB97M-V with the def2-TZVPD basis set) results for the molecule C4H7N3S.

## Properties
SMILES string: C/N=C1\CN=CN1S
E_HOMO in eV: -8.36
Multiplicity: 1
Orbital gap in eV: 9.2

Geometry (Å):
C1 2.63360 -0.99954 -0.01137
N1 1.09937 -1.13663 -0.03660
C2 0.50001 0.03341 -0.05517
C3 0.97911 1.60543 0.03560
N2 -0.25067 2.27767 0.06288
C4 -1.20822 1.38507 -0.04272
N3 -0.77494 0.12410 -0.15807
S1 -1.69247 -1.32348 0.03910
H1 3.18675 -1.88549 -0.22276
H2 2.92836 -0.11638 -0.73850
H3 2.67366 -0.95249 1.18216
H4 1.58599 2.09470 -0.69597
H5 1.56207 1.50822 1.02715
H6 -2.38148 1.57967 0.14822
H7 -0.41913 -2.05475 0.03846

Here are the Löwdin charges for atoms 1 to 5, given in e: number 1, C, carries -0.0960; number 2, N, carries -0.0733; number 3, C, carries -0.4315; number 4, C, carries -0.1414; number 5, N, carries 0.0151



Energetically preferred structure: arrangement Q | next structure: +0.0051 hartree



Arrangement P

DFT (ωB97M-V with the def2-TZVPD basis set) results for the molecule C15H22N2O4.

## Properties
SMILES string: CC[C@H](C)[C@H](N)C(=O)N[C@@H](Cc1ccc(O)cc1)C(=O)O
E_HOMO in eV: -8.82
Multiplicity: 1
Orbital gap in eV: 9.1

Geometry (Å):
C1 -0.14740 2.79403 -5.04188
C2 -1.10948 3.22893 -3.96486
C3 -1.04805 2.19442 -2.61072
C4 -2.42488 2.59819 -1.88498
C5 -0.04863 2.35710 -1.34161
N1 0.64413 3.63286 -1.14975
C6 1.08006 1.25863 -1.58058
O1 2.08409 1.68680 -2.24615
N2 0.93765 -0.17977 -1.43214
C7 0.47301 -0.88519 -0.37630
C8 0.78262 -0.38458 1.05330
C9 0.71023 -1.32982 2.19076
C10 -0.24231 -1.12473 3.18198
C11 -0.29051 -1.95616 4.22919
C12 0.38766 -3.13883 4.33024
O2 -0.00007 -3.96882 5.26587
C13 1.62020 -3.09880 3.47217
C14 1.82739 -2.22312 2.46564
C15 -1.08349 -1.09821 -0.70015
O3 -1.56151 -0.93240 -1.87185
O4 -1.92266 -1.41049 0.32961
H1 0.05453 3.72490 -5.62618
H2 -0.53203 2.02864 -5.61596
H3 0.71782 2.25221 -4.38663
H4 -0.63492 4.25405 -3.57329
H5 -2.08242 3.33890 -4.17114
H6 -1.02621 1.11115 -2.91802
H7 -2.23749 3.59084 -1.50312
H8 -3.59775 2.18802 -2.35637
H9 -2.22347 1.86592 -0.83779
H10 -0.54199 2.17904 -0.44390
H11 1.04976 3.98530 -2.04466
H12 1.25635 3.63961 -0.43883
H13 1.58098 -0.85196 -2.10836
H14 1.14587 -1.85262 -0.56185
H15 0.39831 0.63527 1.43083
H16 1.94196 -0.18100 0.96982
H17 -1.04535 -0.37586 2.81066
H18 -0.93560 -1.80840 5.12292
H19 0.48015 -4.69474 5.15110
H20 2.42347 -3.90292 3.67741
H21 2.56846 -2.50765 1.80575
H22 -1.55018 -0.94224 1.33789

Here are the Löwdin charges for atoms 1 to 5, given in e: number 1, C, carries -0.1213; number 2, C, carries -0.2023; number 3, C, carries -0.2440; number 4, C, carries -0.1081; number 5, C, carries -0.2818



Arrangement Q

DFT (ωB97M-V with the def2-TZVPD basis set) results for the molecule C15H22N2O4.

## Properties
SMILES string: O=C([C@H](CO)NC(=O)[C@H]1C[C@@]2(C1)C[C@]21CC1)N1CCCO1
E_HOMO in eV: -8.99
Multiplicity: 1
Orbital gap in eV: 9.7

Geometry (Å):
O1 1.43745 -2.25961 -2.07187
C1 2.17478 -1.51886 -1.45457
C2 1.75829 -0.94324 -0.09713
C3 2.40152 -1.70824 1.06123
O2 3.78051 -1.37460 1.10949
N1 0.32200 -1.04797 -0.03257
C4 -0.41036 -0.25440 0.79102
O3 0.11455 0.53860 1.55713
C5 -1.90330 -0.38464 0.65436
C6 -2.62297 0.79533 -0.06162
C7 -3.70295 0.71066 1.02246
C8 -2.75695 -0.09520 1.90723
C9 -5.14169 0.52645 0.67067
C10 -4.67776 1.76717 1.34651
C11 -4.80762 2.23808 2.74902
C12 -4.51206 3.20697 1.64729
N2 3.48016 -1.29136 -1.78602
C13 4.12954 0.03475 -1.72360
C14 4.84419 0.14251 -3.06916
C15 5.05344 -1.32314 -3.39144
O4 3.82883 -1.93009 -3.00794
H1 2.04475 0.10463 0.01553
H2 1.88790 -1.38909 1.97094
H3 2.24823 -2.78354 0.91776
H4 4.16948 -1.79581 1.88041
H5 -0.10638 -1.67225 -0.69976
H6 -2.18350 -1.33522 0.19821
H7 -2.03695 1.71196 0.04421
H8 -2.90633 0.65645 -1.10399
H9 -3.14646 -0.95396 2.45359
H10 -2.20938 0.56003 2.58730
H11 -5.41430 0.49904 -0.37827
H12 -5.76114 -0.09009 1.31365
H13 -5.81785 2.32844 3.13423
H14 -4.06384 1.94548 3.47983
H15 -3.49188 3.55208 1.51544
H16 -5.26308 3.94517 1.39697
H17 3.39573 0.82363 -1.57120
H18 4.83026 0.04189 -0.89048
H19 4.19646 0.59552 -3.81909
H20 5.76748 0.71357 -3.00081
H21 5.18664 -1.54053 -4.44847
H22 5.88458 -1.74654 -2.81651

Here are the Löwdin charges for atoms 1 to 5, given in e: number 1, O, carries 0.0987; number 2, C, carries -0.3838; number 3, C, carries -0.2093; number 4, C, carries -0.1832; number 5, O, carries -0.0497



Arrangement R

DFT (ωB97M-V with the def2-TZVPD basis set) results for the molecule C15H22N2O4.

## Properties
SMILES string: O=C([C@H](CO)NC(=O)[C@H]1C[C@@]2(C1)C[C@]21CC1)N1CCCO1
E_HOMO in eV: -8.98
Multiplicity: 1
Orbital gap in eV: 9.6

Geometry (Å):
O1 -0.82282 0.67638 -2.71615
C1 -1.07527 -0.45265 -2.33959
C2 -1.01265 -0.78117 -0.85358
C3 -2.25380 -0.19757 -0.17875
O2 -3.41341 -0.79223 -0.74755
N1 0.16382 -0.13349 -0.31646
C4 0.72469 -0.52740 0.85442
O3 0.26947 -1.44798 1.51468
C5 1.95647 0.22941 1.28179
C6 3.21649 -0.64716 1.53309
C7 3.40543 0.08416 2.85840
C8 1.99732 0.66363 2.77134
C9 4.65193 0.83821 3.27836
C10 4.16036 -0.33749 4.04000
C11 3.85445 -0.68912 5.44112
C12 4.70300 -1.60543 4.56704
N2 -1.52385 -1.38957 -3.24418
C13 -2.70649 -1.07852 -4.06592
C14 -3.73756 -2.11348 -3.63480
C15 -2.84046 -3.27600 -3.26069
O4 -1.69087 -2.68411 -2.66044
H1 -0.95770 -1.84731 -0.65985
H2 -2.17442 -0.41466 0.88887
H3 -2.25174 0.88608 -0.33401
H4 -4.18076 -0.49619 -0.25011
H5 0.50772 0.67132 -0.81619
H6 2.17189 1.05945 0.60841
H7 2.94128 -1.69312 1.67531
H8 4.01601 -0.56911 0.79731
H9 1.87857 1.72825 2.97068
H10 1.27985 0.08984 3.35945
H11 5.53912 0.71853 2.66713
H12 4.51943 1.82250 3.71279
H13 4.35867 -0.14661 6.23027
H14 2.84877 -1.01420 5.67643
H15 4.25369 -2.53173 4.23145
H16 5.76183 -1.66152 4.78398
H17 -2.99916 -0.04792 -3.87651
H18 -2.45554 -1.18349 -5.12164
H19 -4.28746 -1.76419 -2.76572
H20 -4.42755 -2.36007 -4.43943
H21 -3.26879 -3.94541 -2.51748
H22 -2.53852 -3.85127 -4.14213

Here are the Löwdin charges for atoms 1 to 5, given in e: number 1, O, carries 0.0912; number 2, C, carries -0.3819; number 3, C, carries -0.1996; number 4, C, carries -0.1735; number 5, O, carries -0.0450



Arrangement S

DFT (ωB97M-V with the def2-TZVPD basis set) results for the molecule C15H22N2O4.

## Properties
SMILES string: O=C([C@H](CO)NC(=O)[C@H]1C[C@@]2(C1)C[C@]21CC1)N1CCCO1
E_HOMO in eV: -9.41
Multiplicity: 1
Orbital gap in eV: 10.1

Geometry (Å):
O1 -1.03957 3.52045 -1.31074
C1 -1.82034 2.87909 -0.63397
C2 -1.31064 2.01593 0.51677
C3 -1.04074 2.86906 1.75222
O2 -2.26564 3.45886 2.14564
N1 -0.08102 1.40925 0.05488
C4 0.30485 0.17417 0.46452
O3 -0.36239 -0.49299 1.23922
C5 1.61336 -0.32331 -0.09482
C6 1.60285 -1.77825 -0.63576
C7 2.87284 -2.04213 0.16857
C8 2.66559 -0.75632 0.96387
C9 4.19571 -2.52971 -0.38558
C10 3.43617 -3.31508 0.62104
C11 3.68821 -3.97178 1.91855
C12 2.95649 -4.70028 0.79689
N2 -3.16098 2.86302 -0.95727
C13 -3.52510 2.65292 -2.37447
C14 -4.38636 1.38418 -2.35058
C15 -4.10383 0.82413 -0.97022
O4 -3.94653 1.99954 -0.16752
H1 -2.01479 1.23239 0.77701
H2 -0.63228 2.21494 2.52846
H3 -0.29336 3.62739 1.49207
H4 -2.10711 4.03986 2.89383
H5 0.47433 1.94480 -0.59327
H6 2.03320 0.37595 -0.81848
H7 0.74776 -2.32802 -0.24001
H8 1.65442 -1.89569 -1.71773
H9 3.52486 -0.09839 1.09036
H10 2.19267 -0.94251 1.92915
H11 4.20625 -2.88793 -1.40843
H12 5.09106 -2.01105 -0.06306
H13 4.69508 -4.29338 2.15171
H14 3.10468 -3.65432 2.77387
H15 1.89238 -4.85724 0.92102
H16 3.48731 -5.49707 0.29267
H17 -4.07586 3.50868 -2.75857
H18 -2.60291 2.55299 -2.94425
H19 -5.44144 1.64329 -2.42645
H20 -4.13728 0.69825 -3.15774
H21 -4.91769 0.24426 -0.54291
H22 -3.17423 0.24206 -0.94049

Here are the Löwdin charges for atoms 1 to 5, given in e: number 1, O, carries 0.0896; number 2, C, carries -0.3786; number 3, C, carries -0.2088; number 4, C, carries -0.1932; number 5, O, carries -0.0333



Energetically preferred structure: arrangement S | next structure: +0.0020 hartree